Entry 1:
{"formula": "C21H71N21O13", "method": "wB97M-V/def2-TZVPD", "elements": ["C", "C", "C", "O", "C", "N", "H", "H", "H", "H", "H", "H", "H", "H", "H", "H", "H", "C", "C", "C", "O", "C", "N", "H", "H", "H", "H", "H", "H", "H", "H", "H", "H", "H", "C", "C", "C", "O", "C", "N", "H", "H", "H", "H", "H", "H", "H", "H", "H", "H", "H", "O", "H", "H", "C", "O", "N", "N", "H", "H", "H", "H", "C", "O", "N", "N", "H", "H", "H", "H", "C", "O", "N", "N", "H", "H", "H", "H", "C", "O", "N", "N", "H", "H", "H", "H", "C", "O", "N", "N", "H", "H", "H", "H", "C", "O", "N", "N", "H", "H", "H", "H", "C", "O", "N", "N", "H", "H", "H", "H", "C", "O", "N", "N", "H", "H", "H", "H", "C", "O", "N", "N", "H", "H", "H", "H"], "coordinates": [[-3.5614, 1.3700, 4.4593], [-5.0133, 1.5485, 3.9362], [-6.1352, 1.0402, 4.8525], [-5.9283, -0.3393, 5.2136], [-7.0383, -0.9688, 5.8354], [-5.2154, 2.9408, 3.5040], [-3.4026, 1.8352, 5.4322], [-2.7957, 1.8739, 3.8695], [-3.2778, 0.3176, 4.4494], [-5.1063, 1.1743, 2.9167], [-7.0996, 1.1745, 4.3627], [-6.0957, 1.6652, 5.7446], [-7.7291, -1.3428, 5.0797], [-7.5445, -0.3154, 6.5460], [-6.7553, -1.8997, 6.3269], [-4.6595, 3.2067, 2.7038], [-6.1242, 2.9257, 3.0635], [-9.5586, -4.3359, 0.5088], [-9.8253, -4.8606, -0.8269], [-8.5847, -4.8033, -1.8059], [-8.4445, -3.4714, -2.2439], [-7.1307, -3.0951, -2.4134], [-10.2086, -6.2545, -0.6620], [-10.4637, -4.5018, 1.0930], [-9.3899, -3.2631, 0.6029], [-8.7436, -4.8155, 1.0510], [-10.6283, -4.3511, -1.3594], [-8.8338, -5.3758, -2.6994], [-7.6720, -5.2208, -1.3808], [-6.9805, -2.0814, -2.7847], [-6.6388, -3.8073, -3.0759], [-6.6880, -3.1132, -1.4176], [-9.4923, -6.7188, -0.1221], [-10.9661, -6.0749, -0.0185], [0.9381, 8.8455, 0.6609], [0.3337, 10.2027, 0.5431], [-1.2525, 10.1917, 0.2812], [-1.7335, 11.6143, 0.3871], [-3.1224, 11.5942, 0.3285], [0.6403, 11.0238, 1.7217], [1.8809, 8.8563, 1.2077], [1.1015, 8.3210, -0.2805], [0.3278, 8.2174, 1.3099], [0.7164, 10.8103, -0.2769], [-1.6848, 9.6700, 1.1350], [-1.5165, 9.6789, -0.6437], [-3.5463, 12.5937, 0.2315], [-3.4304, 11.1111, 1.2558], [-3.5135, 11.0234, -0.5136], [0.4632, 10.5417, 2.5914], [-0.0972, 11.7139, 1.7195], [7.8072, 6.0090, -1.5167], [7.4557, 5.2440, -1.9723], [7.4954, 6.7564, -2.0270], [5.6879, 1.5749, -5.9347], [6.2008, 1.8948, -4.8879], [5.2369, 0.3100, -6.1217], [5.4987, 2.3401, -6.9978], [4.5239, 0.1847, -6.8260], [5.3314, -0.2399, -5.2798], [5.7833, 3.2710, -7.2670], [4.8771, 1.8078, -7.5897], [5.2114, -2.3220, 5.4369], [4.5546, -1.7735, 4.5282], [6.4685, -2.5096, 5.3868], [4.6187, -2.7470, 6.4619], [6.9003, -3.0313, 6.1361], [7.1281, -2.2645, 4.6623], [3.6142, -2.7417, 6.5663], [5.1956, -3.3073, 7.0730], [1.3988, 0.3886, -0.9789], [0.7280, 0.4506, -1.9538], [2.4665, 1.1607, -0.7428], [1.0933, -0.5042, -0.0639], [3.0677, 0.9838, 0.0493], [2.8294, 1.6788, -1.5302], [0.2430, -1.0485, -0.0915], [1.7795, -0.6024, 0.6707], [2.7802, -7.2506, 0.8109], [2.3500, -8.3610, 1.0749], [3.6105, -6.6335, 1.5206], [2.4578, -6.5834, -0.2662], [3.6621, -5.6249, 1.5071], [3.8295, -6.9875, 2.4408], [2.9387, -5.7023, -0.3777], [1.8883, -6.9669, -1.0070], [0.0315, -5.4467, -6.7447], [0.8442, -4.7436, -7.2857], [-0.4174, -6.5383, -7.2472], [-0.5610, -5.1174, -5.6565], [-1.0822, -7.1711, -6.8257], [-0.1288, -6.6080, -8.2126], [-0.3028, -4.2225, -5.2659], [-1.4174, -5.5364, -5.3231], [-1.4645, 2.2541, -7.8815], [-1.7300, 2.8746, -8.8748], [-1.8962, 1.0556, -7.5534], [-0.6046, 2.5293, -7.0008], [-2.6278, 0.5862, -8.0677], [-1.4170, 0.6005, -6.7896], [0.0144, 3.3184, -7.1205], [-0.5717, 1.9318, -6.1872], [8.3832, -2.3712, -0.9301], [7.1888, -2.3900, -1.0976], [9.2599, -1.4289, -1.2732], [9.0636, -3.3245, -0.3606], [8.9074, -0.9363, -2.0814], [10.2354, -1.4150, -1.0119], [8.5487, -4.1677, -0.1512], [10.0708, -3.2934, -0.2923], [-3.1585, -6.2844, 3.5960], [-3.3322, -6.0798, 2.4208], [-3.5645, -5.5583, 4.6191], [-2.5024, -7.2865, 4.0939], [-3.2345, -5.6767, 5.5664], [-4.1822, -4.7800, 4.4381], [-2.0388, -7.8362, 3.3846], [-2.0942, -7.1954, 5.0133], [9.7364, 3.1527, 3.2421], [10.3020, 2.4249, 4.0918], [10.2285, 4.2375, 2.7568], [8.5530, 2.8653, 2.6932], [9.8339, 4.7679, 1.9932], [11.0164, 4.5670, 3.2961], [8.2205, 1.9342, 2.8994], [8.4041, 3.3821, 1.8383]], "homo_ev": -9.174, "multiplicity": 1, "gap_ev": 9.178, "total_charge": 0, "de_lowest_kcal_mol": 218.2}


Entry 2:
{"formula": "C21H43As3RuSi2", "method": "wB97M-V/def2-TZVPD", "elements": ["Ru", "C", "As", "C", "C", "C", "C", "C", "As", "C", "C", "C", "As", "C", "C", "H", "H", "H", "H", "H", "H", "H", "H", "H", "H", "H", "H", "H", "H", "H", "H", "H", "H", "H", "H", "H", "H", "H", "H", "H", "H", "H", "C", "Si", "C", "C", "C", "C", "C", "C", "C", "Si", "C", "C", "H", "H", "H", "H", "H", "H", "H", "H", "H", "H", "H", "H", "H", "H", "H", "H"], "coordinates": [[12.5745, 10.9898, 5.7961], [15.9977, 10.9265, 7.4723], [15.0886, 10.8258, 5.7299], [16.3228, 9.4580, 5.0185], [16.1538, 12.2841, 4.9227], [15.8858, 13.7094, 5.4256], [16.6241, 14.6282, 4.3871], [14.4405, 14.1117, 5.2732], [13.0224, 13.2899, 6.2988], [11.7930, 14.6918, 5.6203], [13.2474, 13.9207, 8.2129], [16.2983, 14.1167, 6.8976], [18.1357, 14.3160, 7.7122], [18.6297, 16.2327, 6.8864], [19.3051, 12.9713, 6.6369], [15.3004, 11.1353, 8.2694], [16.7975, 11.6972, 7.4183], [16.3724, 9.9114, 7.6484], [17.3799, 9.5449, 5.3321], [16.2016, 9.4825, 3.9392], [15.9564, 8.5058, 5.3657], [15.9431, 12.2841, 3.8099], [17.1934, 12.0684, 4.8693], [16.1115, 14.6475, 3.4397], [17.6660, 14.3513, 4.1783], [16.6538, 15.6239, 4.8691], [14.1465, 13.9127, 4.2295], [14.4136, 15.1990, 5.4655], [12.3056, 15.6279, 5.8297], [10.9284, 14.7250, 6.2566], [11.5883, 14.4816, 4.5544], [13.6066, 14.9302, 8.2652], [13.9722, 13.2572, 8.6842], [12.3346, 13.7106, 8.7190], [15.7111, 13.4802, 7.5594], [15.8788, 15.1412, 7.0294], [17.6434, 16.6869, 6.8204], [19.1945, 15.9883, 5.9747], [19.1703, 16.7233, 7.6704], [19.2620, 11.9910, 7.0772], [20.3191, 13.3805, 6.7811], [19.0367, 12.9608, 5.5981], [9.5834, 12.0903, 7.3745], [10.2153, 10.9355, 6.0466], [9.1084, 11.3631, 4.5370], [9.6398, 9.2245, 6.6636], [8.2658, 8.8950, 6.7879], [7.8818, 7.6097, 7.0766], [8.8697, 6.5943, 7.0291], [10.2425, 6.9286, 6.9326], [10.6308, 8.2526, 6.8575], [12.3741, 8.5806, 6.2506], [12.6179, 7.8328, 4.4737], [13.5624, 7.5258, 7.3837], [9.8737, 13.1825, 7.2304], [9.8079, 11.6193, 8.2902], [8.4892, 12.0678, 7.2246], [8.8636, 10.4982, 3.9746], [9.5980, 12.0217, 3.7994], [8.2303, 11.9148, 4.8982], [7.5396, 9.7470, 6.6836], [6.8740, 7.3410, 7.2110], [8.6250, 5.5393, 7.0797], [11.0284, 6.1868, 6.8845], [11.7973, 8.0372, 3.7433], [12.8085, 6.7896, 4.4291], [13.5726, 8.3027, 4.1279], [13.6872, 6.5357, 6.9655], [13.1662, 7.4070, 8.4293], [14.5637, 8.0321, 7.4191]], "homo_ev": [-12.942, -12.924], "multiplicity": 5, "gap_ev": [7.080, 2.844], "total_charge": 2}


Entry 3:
{"formula": "C22H15F24N3O4S", "method": "wB97M-V/def2-TZVPD", "elements": ["O", "C", "N", "C", "C", "C", "C", "N", "S", "N", "C", "C", "H", "H", "H", "C", "C", "C", "F", "F", "F", "F", "O", "C", "C", "F", "F", "F", "F", "H", "H", "H", "H", "C", "C", "C", "F", "F", "F", "F", "O", "C", "C", "F", "F", "F", "F", "H", "H", "H", "H", "C", "C", "C", "F", "F", "F", "F", "O", "C", "C", "F", "F", "F", "F", "H", "H", "H", "H"], "coordinates": [[9.8488, -4.1910, 0.7520], [9.3398, -3.6651, -0.1455], [8.7821, -3.1023, -1.0739], [7.3943, -2.7845, -0.8019], [7.0659, -1.4340, -0.5122], [5.7929, -1.1088, -0.2280], [4.8169, -2.1179, -0.2648], [3.5157, -1.9510, -0.0135], [2.8265, -3.3808, -0.1785], [4.1032, -4.3021, -0.5724], [5.1300, -3.4705, -0.5679], [6.4884, -3.7744, -0.8266], [7.8498, -0.6965, -0.5273], [5.5447, -0.0903, 0.0195], [6.7994, -4.7850, -1.0407], [0.7141, -3.3855, 6.3026], [0.9343, -4.9018, 6.2056], [2.0178, -5.3985, 5.2466], [1.7613, -5.0305, 3.9741], [2.0530, -6.7499, 5.2895], [-0.2402, -5.5114, 5.9389], [1.3241, -5.3096, 7.4477], [-0.3410, -2.8241, 5.5473], [-0.1578, -2.4786, 4.2348], [-1.0170, -3.3293, 3.2963], [-0.7678, -4.6422, 3.4587], [-0.7203, -3.0032, 2.0137], [1.1429, -2.5128, 3.8910], [-0.5707, -1.1987, 4.0986], [0.4150, -3.2124, 7.3347], [1.6445, -2.8336, 6.1661], [2.9979, -5.0142, 5.5430], [-2.0791, -3.1530, 3.4771], [-3.0940, 0.9115, 1.9873], [-2.4391, 1.9621, 1.0800], [-3.2693, 2.5043, -0.0836], [-3.6309, 1.5289, -0.9409], [-2.5236, 3.4033, -0.7737], [-1.2558, 1.4964, 0.6301], [-2.1701, 3.0388, 1.8745], [-2.7959, -0.4464, 1.7399], [-3.4917, -1.1675, 0.8048], [-2.5994, -1.5989, -0.3602], [-2.0164, -0.5343, -0.9485], [-3.3439, -2.2311, -1.2963], [-4.5870, -0.5069, 0.3862], [-3.9187, -2.2963, 1.4182], [-2.6721, 1.0942, 2.9742], [-4.1674, 1.0770, 2.0870], [-4.1678, 3.0082, 0.2828], [-1.8192, -2.2731, -0.0044], [-2.5391, 4.5108, -4.4406], [-1.3268, 4.9745, -5.2603], [-0.7909, 6.3825, -4.9970], [-1.7226, 7.3254, -5.2464], [0.2608, 6.6113, -5.8179], [-1.5837, 4.8124, -6.5762], [-0.3071, 4.1244, -4.9468], [-3.8172, 4.6104, -5.0390], [-4.5305, 5.7783, -4.9958], [-4.7286, 6.3824, -6.3889], [-3.5448, 6.5953, -6.9946], [-5.3610, 7.5720, -6.2666], [-3.9836, 6.6610, -4.1389], [-5.7594, 5.4744, -4.5200], [-2.3993, 3.4393, -4.3097], [-2.5327, 4.9308, -3.4342], [-0.4514, 6.4753, -3.9615], [-5.3291, 5.7128, -7.0077]], "homo_ev": -9.341, "multiplicity": 1, "gap_ev": 8.670, "total_charge": 0}


Entry 4:
{"formula": "C4H8OS", "method": "wB97M-V/def2-TZVPD", "elements": ["C", "O", "C", "C", "C", "S", "H", "H", "H", "H", "H", "H", "H", "H"], "coordinates": [[-1.5212, 0.0792, -1.0274], [-1.0386, 0.6177, 0.1949], [0.2424, 0.3426, 0.6784], [0.5150, -1.1628, 0.8465], [1.2346, 1.1229, -0.1702], [2.7564, 1.5400, 0.2086], [-1.9773, -0.8667, -0.8977], [-2.2581, 0.7736, -1.3670], [-0.7514, -0.0495, -1.7669], [0.2854, 0.8164, 1.6565], [0.5556, -1.6868, -0.1207], [1.5689, -1.3645, 1.2591], [-0.1782, -1.7208, 1.4793], [0.5666, 1.5587, -0.9735]], "homo_ev": -8.787, "multiplicity": 1, "gap_ev": 8.462, "total_charge": 0, "smiles": "CO[C@@H](C)C=S", "de_lowest_kcal_mol": 40.7}


Entry 5:
{"formula": "C5H14", "method": "wB97M-V/def2-TZVPD", "elements": ["C", "C", "C", "H", "H", "H", "H", "H", "H", "H", "H", "C", "C", "H", "H", "H", "H", "H", "H"], "coordinates": [[0.0928, -0.9698, -2.9838], [0.0321, -0.3400, -1.5233], [0.2887, 1.1261, -1.3529], [-0.2310, -1.9784, -2.8494], [1.1279, -1.0117, -3.3273], [-0.4426, -0.5004, -3.7966], [-1.0231, -0.3819, -1.2985], [0.6836, -0.9127, -0.8260], [-0.1449, 1.5794, -0.4281], [1.3625, 1.4135, -1.4271], [-0.3231, 1.5742, -2.0796], [-0.2136, -0.4166, 2.2827], [-0.1327, 0.5359, 3.4419], [-0.1144, 0.1011, 1.2988], [0.4813, -1.2013, 2.2462], [-1.1954, -0.8506, 2.2411], [-1.0828, 0.6167, 3.9451], [-0.1190, 1.5452, 2.9571], [0.6177, 0.3932, 4.1572]], "homo_ev": -11.026, "multiplicity": 1, "gap_ev": 12.148, "total_charge": 0, "smiles": "CCC.CC", "de_lowest_kcal_mol": 20.8}


Entry 6:
{"formula": "Cl3HN2", "method": "wB97M-V/def2-TZVPD", "elements": ["N", "N", "Cl", "Cl", "Cl", "H"], "coordinates": [[-1.1255, 0.0807, -0.5656], [0.7557, -0.6275, 0.5830], [-0.9237, 1.6506, -0.4575], [1.5023, 0.9183, 0.7310], [1.6515, -1.6527, -0.3418], [-1.8603, -0.3693, 0.0509]], "homo_ev": [-9.447, -9.366], "multiplicity": 1, "gap_ev": [8.655, 8.222], "total_charge": 0, "de_lowest_kcal_mol": 46.7}


no.,DFT total energy (eV)
1,-80838.05472
2,-223307.84609
3,-111772.12334
4,-17158.68480
5,-5411.14890
6,-40557.68507